1.
ORCA calculation (wB97M-V/def2-TZVPD) on a structure of composition CH2N4O in a non-equilibrium geometry.

For the LUMO energy, the calculation gives 0.01 eV. The max |F| is 0.1174 Eh/bohr. Its HOMO energy is -9.481 eV. The calculation puts the orbital gap at 9.49 eV. The calculation puts the relative energy (zero: lowest compared OMol25 entry of this formula, charge and spin) at 419.7 kJ/mol. The calculation puts the total energy at -9071.94789 eV.

Last column: Mulliken charge in e.
Element x y z (Å)
C  -0.115  -0.103  0.075  0.47
H  -1.435  -1.435  -0.856  0.26
H  -0.907  0.594  -1.727  0.38
N  -0.848  -0.510  -0.942  -0.49
N  0.934  0.727  -0.343  -0.28
N  1.619  0.868  0.712  -0.03
N  -0.201  -0.397  1.400  -0.30
O  0.954  0.256  1.681  -0.01



2.
ORCA calculation (wB97M-V/def2-TZVPD) on a cluster of 2 separate species, C3H7N3O in total in a non-equilibrium geometry.

For the LUMO energy, the calculation gives 0.00 eV. The max |F| is 0.1064 Eh/bohr. Its HOMO energy is -9.076 eV. The calculation puts the orbital gap at 9.07 eV. The calculation puts the relative energy (zero: lowest compared OMol25 entry of this formula, charge and spin) at 640.9 kJ/mol. The calculation puts the total energy at -9736.39075 eV.

Last column: Mulliken charge in e.
Element x y z (Å)
C  0.772  -1.432  0.853  -0.57
C  -0.139  1.843  -0.810  -0.28
C  -1.524  -0.613  0.634  -0.52
N  0.008  1.801  0.472  -0.58
N  -0.367  -0.762  0.055  0.67
N  1.799  -1.457  0.104  -0.08
O  -0.143  -0.529  -1.125  -0.72
H  -0.943  1.523  -1.315  0.37
H  0.816  1.899  -1.282  0.24
H  -1.732  -1.132  1.557  0.28
H  -2.250  0.031  0.222  0.42
H  -0.857  1.512  0.940  0.25
H  1.935  -0.857  -0.790  0.26
H  2.626  -1.827  0.485  0.25



3.
ORCA calculation (wB97M-V/def2-TZVPD) on a structure of composition C8H10N2 in a non-equilibrium geometry.

For the LUMO energy, the calculation gives 0.99 eV. The max |F| is 0.1133 Eh/bohr. Its HOMO energy is -9.205 eV. The calculation puts the orbital gap at 10.20 eV. The calculation puts the relative energy (zero: lowest compared OMol25 entry of this formula, charge and spin) at 373.7 kJ/mol. The calculation puts the total energy at -11433.88000 eV.

Last column: Mulliken charge in e.
Element x y z (Å)
C  3.059  -0.279  -0.274  -0.22
C  2.373  0.338  -1.295  -0.79
C  2.460  -0.773  0.866  -0.36
C  0.956  0.310  -1.155  -0.03
C  1.076  -0.783  0.951  -0.26
C  0.398  -0.233  -0.069  -0.03
C  -1.568  -0.317  0.014  0.93
C  -2.016  0.135  1.369  -1.16
N  -2.334  -1.345  -0.613  -0.56
N  -2.155  -0.004  -1.199  -0.55
H  4.155  -0.438  -0.243  0.29
H  2.851  0.413  -2.219  0.36
H  3.038  -1.102  1.802  0.26
H  0.167  0.468  -1.880  0.40
H  0.542  -1.018  1.919  0.28
H  -1.181  0.622  1.755  0.39
H  -2.313  -0.714  2.015  0.24
H  -2.906  0.984  1.217  0.24
H  -1.897  -2.010  -1.259  0.27
H  -3.077  0.585  -1.087  0.29